1.
{"formula": "C16H34B3F9O9S2", "method": "wB97M-V/def2-TZVPD", "species": ["F", "C", "F", "C", "C", "B", "O", "B", "O", "B", "S", "O", "C", "F", "F", "S", "F", "F", "F", "F", "F", "H", "H", "H", "H", "H", "H", "C", "O", "C", "C", "O", "C", "C", "O", "C", "H", "H", "H", "H", "H", "H", "H", "H", "H", "H", "H", "H", "H", "H", "C", "O", "C", "C", "O", "C", "C", "O", "C", "H", "H", "H", "H", "H", "H", "H", "H", "H", "H", "H", "H", "H", "H"], "positions_angstrom": [[1.142981, -3.022376, -0.889424], [1.620429, -3.760333, 0.202843], [1.615619, -5.118049, -0.251296], [0.598690, -3.768404, 1.448870], [-0.898283, -3.406780, 1.036138], [-1.228365, -1.812955, 1.043991], [-2.151617, -1.281326, 2.008187], [-2.243633, 0.146836, 1.937859], [-2.229118, 0.919173, 0.717428], [-1.502454, 0.167419, -0.259256], [-1.654403, 0.662428, -2.065975], [-0.636636, -0.921774, 0.089463], [3.125644, -3.459794, 0.603033], [3.487049, -4.089335, 1.802105], [3.934759, -4.074333, -0.382675], [3.637346, -1.665014, 0.670592], [3.943371, -1.827764, 2.312925], [2.118261, -1.103173, 0.976299], [3.523474, -1.454486, -0.961003], [5.238904, -2.118896, 0.426250], [4.178961, -0.102528, 0.771848], [1.002675, -3.140122, 2.316239], [0.581623, -4.840169, 1.848044], [-1.182963, -3.828238, 0.019785], [-1.599561, -3.864061, 1.819708], [-2.375853, 0.767435, 2.939628], [-0.964719, -0.298701, -2.813735], [-6.035018, 1.443543, 0.984488], [-6.878099, 0.881508, 1.972555], [-6.321239, -0.285192, 2.565289], [-6.835807, -0.455322, 3.991111], [-6.202095, 0.410741, 4.932274], [-6.549768, 1.793809, 4.855317], [-7.958488, 2.098888, 5.348320], [-8.923201, 1.723984, 4.371560], [-10.168106, 1.377341, 4.945614], [-5.932116, 0.757365, 0.136747], [-6.489428, 2.371795, 0.636696], [-5.051894, 1.676904, 1.403022], [-5.227121, -0.227857, 2.582718], [-6.629765, -1.144409, 1.958388], [-6.582194, -1.469865, 4.314956], [-7.920232, -0.370902, 4.043951], [-6.374951, 2.188702, 3.853639], [-5.846255, 2.305215, 5.519531], [-8.062021, 3.177162, 5.517357], [-8.134013, 1.569043, 6.291374], [-10.046507, 0.561648, 5.666662], [-10.824876, 1.029672, 4.147030], [-10.623940, 2.245971, 5.430356], [5.675759, -1.499389, -3.913349], [5.530347, -0.129115, -4.235860], [5.141901, 0.654380, -3.114425], [5.643259, 2.087186, -3.265008], [7.033311, 2.237741, -2.976916], [7.941946, 1.703054, -3.939838], [8.005020, 2.505457, -5.233325], [6.867741, 2.236920, -6.045705], [6.527693, 3.327870, -6.878271], [4.709017, -1.930175, -3.630753], [6.050905, -2.018280, -4.796222], [6.398271, -1.631327, -3.103050], [5.541498, 0.229437, -2.187343], [4.046396, 0.651916, -3.071940], [5.125238, 2.698375, -2.518967], [5.394314, 2.503994, -4.239863], [7.742372, 0.646897, -4.125675], [8.927327, 1.755901, -3.466641], [8.894323, 2.212039, -5.803545], [8.068116, 3.572922, -4.993638], [6.341607, 4.226352, -6.279807], [5.608034, 3.076351, -7.408350], [7.320557, 3.517066, -7.608334]], "forces_ev_per_a": [[1.4, -0.9, 2.0], [-2.2, -1.8, 0.3], [0.4, 2.2, 0.5], [0.2, -0.3, 0.0], [-0.4, 0.5, 0.6], [0.0, 0.1, 0.0], [1.6, 1.6, -2.0], [-0.6, 0.1, -0.5], [1.5, -3.3, 0.3], [0.7, 0.1, -0.6], [0.2, -0.5, 0.4], [-2.5, 0.1, 0.9], [1.4, -3.1, -1.1], [-1.3, 1.2, -2.4], [-1.6, 1.5, 1.8], [3.4, 2.8, 0.8], [-0.9, 0.8, -2.3], [1.9, -1.1, -0.6], [-0.6, -0.5, 2.3], [-2.3, 0.6, 0.4], [-1.0, -2.2, -0.1], [-0.6, -0.6, -1.4], [0.3, 1.5, -0.7], [0.5, 0.4, 1.2], [1.1, 0.5, -1.1], [-0.1, -0.1, 0.0], [-0.5, 0.7, 1.3], [-0.3, -0.1, 0.1], [0.3, 0.2, 0.1], [-0.6, 0.2, 0.1], [0.4, -0.1, 0.0], [-0.2, 0.1, -0.2], [0.0, 0.0, 0.3], [0.0, 0.1, -0.5], [0.0, -0.3, 0.2], [0.2, 0.1, -0.2], [0.2, 0.1, -0.1], [-0.1, -0.1, 0.0], [0.1, 0.0, -0.1], [0.0, 0.0, 0.0], [0.2, -0.2, 0.1], [0.1, 0.1, 0.0], [0.0, 0.2, -0.2], [-0.3, 0.0, 0.0], [-0.1, -0.1, 0.1], [0.1, 0.0, 0.2], [0.0, 0.0, 0.0], [-0.1, 0.1, 0.1], [0.1, 0.1, 0.0], [-0.1, -0.1, 0.1], [-0.2, 0.2, -0.2], [0.3, -0.1, 0.2], [0.0, 0.2, -0.5], [0.0, -0.1, 0.4], [-0.1, -0.1, -0.3], [0.1, 0.2, 0.1], [-0.2, -0.5, -0.1], [-0.1, 0.3, 0.1], [0.0, -0.3, 0.1], [0.1, -0.1, 0.1], [-0.1, 0.1, 0.0], [0.0, -0.1, 0.1], [0.0, 0.0, 0.0], [-0.1, 0.1, 0.2], [0.1, -0.1, 0.0], [0.0, -0.2, -0.1], [-0.1, 0.1, -0.2], [-0.1, 0.1, 0.0], [0.2, 0.1, 0.1], [0.0, 0.0, 0.0], [0.1, 0.1, -0.1], [0.1, -0.1, 0.0], [0.0, 0.2, 0.0]], "e_lumo_ev": -1.092, "total_energy_ev": -83728.930, "e_above_lowest_ev": 2.6568, "smiles": "FC(F)(CCB1OBOB(S)O1)C(F)(F)S(F)(F)(F)(F)F.COCCOCCOC.COCCOCCOC"}

=====

2.
{"formula": "C4H3N4O4", "method": "wB97M-V/def2-TZVPD", "species": ["C", "C", "C", "C", "N", "N", "N", "N", "O", "O", "O", "O", "H", "H", "H"], "positions_angstrom": [[0.743921, 2.984437, 0.484940], [2.151930, -1.951307, 1.280537], [0.597357, 1.755042, -0.246291], [-2.149310, -1.707680, -0.330931], [0.972427, -1.774178, 1.064831], [1.070570, 2.895377, -0.852557], [-0.887286, -1.815265, -0.184614], [0.202045, -2.344892, -0.046258], [0.875581, 3.629164, 1.460212], [3.188680, -1.814795, 1.707179], [0.323395, 0.610052, -0.418952], [-2.585259, -0.843930, -1.185997], [-2.856598, -2.240199, 0.175544], [1.805226, 3.169563, -1.474113], [-3.452678, -0.551391, -1.433532]], "forces_ev_per_a": [[0.3, 0.1, 1.3], [0.9, 0.3, 0.0], [-1.1, -0.4, -0.1], [0.9, 2.1, -2.2], [-5.3, -0.8, -3.0], [0.2, -0.3, -0.4], [0.7, -0.7, 1.1], [1.2, 1.4, 2.1], [-0.2, 0.6, 0.1], [1.9, -0.5, 0.4], [0.3, -0.3, -0.4], [2.5, 0.7, -0.7], [-1.3, -1.9, 1.9], [0.4, 0.4, -0.7], [-1.3, -0.5, 0.6]], "e_lumo_ev": -5.933, "total_energy_ev": -18333.440, "e_above_lowest_ev": 0.3315, "total_charge": 1}

=====

3.
{"formula": "C2H4BrI", "method": "wB97M-V/def2-TZVPD", "species": ["C", "C", "Br", "I", "H", "H", "H", "H"], "positions_angstrom": [[-1.219098, -0.249917, 0.145905], [2.205484, 0.502258, -0.888913], [1.843048, 1.992089, 0.101167], [2.035314, -1.281799, 0.175216], [-1.987812, 0.054560, 0.889385], [-0.324832, 0.292948, 0.364274], [-1.533224, 0.011385, -0.927006], [-1.018878, -1.321527, 0.139975]], "forces_ev_per_a": [[-1.4, 0.3, -1.4], [0.3, -0.7, -0.7], [-0.1, 0.5, 0.5], [0.4, 0.1, 0.1], [0.4, -0.4, -0.7], [0.4, 0.2, 0.2], [0.2, -0.2, 1.6], [-0.2, 0.1, 0.3]], "e_lumo_ev": -1.393, "total_energy_ev": -80278.344, "e_above_lowest_ev": 3.7301}

=====

4.
{"formula": "C27H31F5N6OPS5Ti", "method": "wB97M-V/def2-TZVPD", "species": ["Ti", "C", "C", "C", "C", "N", "C", "S", "N", "H", "H", "H", "H", "H", "C", "N", "C", "N", "C", "N", "C", "P", "C", "C", "H", "H", "H", "H", "H", "H", "H", "H", "H", "H", "H", "H", "H", "C", "S", "O", "C", "C", "C", "C", "C", "C", "H", "H", "H", "H", "H", "H", "H", "H", "S", "C", "N", "C", "C", "S", "H", "H", "H", "H", "H", "F", "C", "C", "F", "C", "F", "C", "S", "C", "F", "C", "F"], "positions_angstrom": [[-0.490321, 0.038165, 0.338217], [6.014768, 2.017900, 1.252973], [5.051309, 0.874969, 1.336166], [5.188999, -0.149835, 2.261293], [4.230020, -1.143873, 2.228315], [3.216145, -1.147423, 1.367891], [3.154335, -0.115194, 0.514325], [1.912822, -0.151624, -0.737109], [4.037928, 0.882955, 0.468364], [6.784863, 1.953624, 2.019061], [5.481017, 2.962699, 1.365109], [6.490196, 2.026217, 0.271790], [6.006720, -0.173681, 2.967105], [4.275150, -1.978692, 2.921579], [-0.159318, 4.722665, -2.789254], [0.992448, 3.720361, -2.973345], [2.222258, 4.256693, -2.219356], [1.911228, 4.521794, -0.863980], [0.795179, 5.459367, -0.761908], [-0.411163, 4.957403, -1.415023], [-0.956176, 3.774048, -0.722269], [0.228804, 2.342492, -0.679207], [0.608789, 2.353221, -2.492076], [1.700237, 3.286067, -0.094418], [-1.026747, 4.298104, -3.292307], [0.158865, 5.637708, -3.289976], [1.220964, 3.666120, -3.966373], [2.519183, 5.166635, -2.741023], [2.995602, 3.495669, -2.308740], [1.084087, 6.401597, -1.231619], [0.581431, 5.643776, 0.288894], [-1.884021, 3.459775, -1.206678], [-1.213350, 4.043886, 0.301138], [-0.275732, 2.024554, -3.038838], [1.430306, 1.666787, -2.693122], [2.595026, 2.654996, -0.163922], [1.547683, 3.542227, 0.955067], [1.484180, -3.954117, 0.777894], [0.282552, -3.001925, -0.129795], [-0.050561, -1.899697, 0.879244], [-1.122702, -4.084815, -0.117001], [-1.681596, -4.375323, -1.352815], [-2.826227, -5.161625, -1.411268], [-3.400380, -5.628447, -0.239699], [-2.835117, -5.323725, 0.995884], [-1.691055, -4.550000, 1.062676], [1.080716, -4.201974, 1.758746], [2.345070, -3.293728, 0.881710], [1.726116, -4.854401, 0.216224], [-1.232250, -3.978243, -2.255716], [-3.270612, -5.396871, -2.369364], [-4.298690, -6.230355, -0.282570], [-3.294570, -5.687617, 1.905207], [-1.259979, -4.292710, 2.022207], [-2.274354, 1.374444, 1.192536], [-1.271854, 0.419041, 2.208286], [-1.700327, -0.354571, 3.290054], [-0.645142, -1.267823, 3.715402], [0.671294, -0.473543, 3.663105], [0.444818, 0.932359, 2.517938], [-2.615758, -0.762919, 3.154973], [-0.561554, -2.120590, 3.044796], [-0.844113, -1.616735, 4.728110], [1.500758, -1.086227, 3.322397], [0.910591, -0.021599, 4.623761], [-6.872320, -2.298762, -1.316076], [-5.634193, -1.832187, -1.441112], [-5.219931, -1.251824, -2.629148], [-6.070236, -1.155389, -3.648246], [-3.927962, -0.771461, -2.751296], [-3.570515, -0.218370, -3.913530], [-3.008123, -0.850279, -1.711266], [-1.347932, -0.308574, -1.906753], [-3.464088, -1.434838, -0.538790], [-2.608648, -1.570496, 0.497730], [-4.745049, -1.921789, -0.385062], [-5.119804, -2.484424, 0.763910]], "forces_ev_per_a": [[0.7, -0.4, -0.5], [0.0, 0.0, 0.0], [0.0, 0.0, 0.0], [0.0, 0.0, 0.0], [0.0, 0.0, 0.0], [0.0, 0.1, 0.1], [0.1, -0.3, -0.2], [-0.2, 0.1, 0.1], [-0.1, 0.2, 0.0], [0.0, 0.0, 0.0], [0.0, 0.0, 0.0], [0.0, 0.0, 0.0], [0.0, 0.0, 0.0], [0.0, 0.0, 0.0], [0.1, 0.0, 0.0], [0.0, 0.0, 0.0], [0.0, 0.0, -0.1], [0.0, 0.0, 0.0], [0.0, 0.0, 0.0], [0.0, -0.1, 0.1], [0.0, 0.0, -0.1], [-0.2, 0.1, 0.0], [0.0, 0.0, 0.0], [0.2, 0.0, 0.0], [0.0, 0.0, 0.0], [0.0, 0.0, 0.0], [0.0, 0.0, 0.0], [0.0, 0.0, 0.0], [0.0, 0.0, 0.0], [0.0, 0.0, 0.0], [0.0, 0.0, 0.0], [0.0, 0.0, 0.0], [0.0, 0.0, 0.0], [0.0, 0.0, 0.0], [0.0, 0.0, 0.0], [-0.2, 0.0, 0.1], [0.0, 0.0, 0.0], [0.0, 0.0, 0.1], [0.3, -0.2, -0.3], [-0.4, 0.3, 0.2], [0.0, 0.0, 0.0], [0.0, 0.0, 0.0], [0.0, 0.0, 0.0], [0.0, 0.0, 0.0], [0.0, 0.0, 0.0], [0.0, 0.0, 0.0], [0.0, 0.0, 0.0], [0.0, 0.0, 0.0], [0.0, 0.0, 0.0], [0.0, 0.0, 0.0], [0.0, 0.0, 0.0], [0.0, 0.0, 0.0], [0.0, 0.0, 0.0], [0.0, 0.0, 0.0], [-0.2, 0.1, 0.2], [0.2, 0.1, 0.1], [0.0, 0.0, -0.1], [0.0, 0.1, 0.0], [0.0, 0.0, 0.1], [-0.2, 0.1, 0.1], [0.0, 0.0, 0.0], [0.0, 0.0, 0.0], [0.0, 0.0, 0.0], [0.0, 0.0, 0.0], [0.0, 0.0, 0.0], [0.0, 0.0, 0.0], [0.0, 0.0, 0.0], [0.0, 0.0, 0.0], [0.0, 0.0, 0.0], [0.0, 0.0, 0.0], [0.0, 0.0, 0.0], [-0.1, 0.0, 0.0], [0.0, -0.1, 0.1], [0.1, 0.0, 0.0], [-0.2, 0.0, 0.0], [0.0, 0.0, 0.0], [0.0, 0.0, 0.0]], "e_lumo_ev": -2.377, "total_energy_ev": -139653.737, "e_above_lowest_ev": 0.5266, "total_charge": 1}

=====

Number 1: highest occupied orbital energy -9.1 eV, gap between HOMO and LUMO 7.99 eV. Number 2: highest occupied orbital energy -13.2 eV, gap between HOMO and LUMO 7.30 eV. Number 3: highest occupied orbital energy -9.0 eV, gap between HOMO and LUMO 7.57 eV. Number 4: highest occupied orbital energy -9.7 eV, gap between HOMO and LUMO 7.37 eV.